# 1
The following is a quantum chemistry calculation of a cluster of 9 separate species, C36H38F8N3O24P in total in a non-equilibrium geometry, from the OMol25 dataset.

Results
HOMO-LUMO gap, eV: 8.887
LUMO level, eV: 0.3
SMILES: Cc1cccc(C[C@](C#N)(CC#N)[PH2]=N)c1.O=C1OC[C@@H](F)O1.O=C1OC[C@@H](F)O1.O=C1OC[C@@H](F)O1.O=C1OC[C@@H](F)O1.O=C1OC[C@@H](F)O1.O=C1OC[C@@H](F)O1.O=C1OC[C@@H](F)O1.O=C1OC[C@@H](F)O1
Energy, eV: -122584.376

Geometry (Å):
1 C -3.328748 -9.281169 -1.377804
2 C -2.414812 -8.849691 -0.155773
3 C -2.041408 -9.748401 0.947350
4 C -1.170143 -9.257475 2.045029
5 C -0.724276 -7.836798 2.013853
6 C -1.097334 -6.905340 0.940042
7 C -0.712439 -5.397788 0.856315
8 C 0.854353 -5.102423 0.778426
9 C 1.019850 -3.914863 -0.243983
10 N 1.047150 -3.067598 -1.018517
11 C 1.736763 -6.300487 0.242344
12 C 3.158637 -5.791995 -0.188234
13 N 4.230830 -5.539554 -0.502790
14 P 1.386466 -4.448177 2.475586
15 N 2.902462 -4.748252 2.827734
16 C -1.953942 -7.443219 -0.158813
17 H -4.138798 -8.511896 -1.496608
18 H -3.780064 -10.272801 -1.115607
19 H -2.655490 -9.317714 -2.273365
20 H -2.403197 -10.813469 0.945056
21 H -0.894732 -9.960943 2.870271
22 H -0.086911 -7.496457 2.869230
23 H -1.106706 -4.882635 1.779074
24 H -1.211514 -4.914241 -0.022735
25 H 1.267881 -6.677158 -0.714864
26 H 1.832041 -7.122468 1.001529
27 H 0.471148 -5.018927 3.422834
28 H 1.177265 -3.027319 2.488935
29 H 3.336833 -3.820184 2.976582
30 H -2.243626 -6.736811 -0.986293
31 O 1.454051 2.186596 2.913250
32 C 0.966751 1.297880 2.288697
33 O 1.016353 1.197998 0.933704
34 C 0.440467 -0.062248 0.594204
35 C -0.423908 -0.345625 1.776787
36 F -0.507392 -1.682674 2.009316
37 O 0.280116 0.255999 2.845342
38 H 1.235025 -0.801176 0.465172
39 H -0.129831 0.002325 -0.329416
40 H -1.427530 0.081416 1.712646
41 O 5.766209 6.012752 6.096769
42 C 5.113942 5.529837 5.228329
43 O 3.755725 5.439582 5.250416
44 C 3.355542 4.928074 3.981301
45 C 4.591231 4.217816 3.519362
46 F 4.705790 4.261480 2.169773
47 O 5.633424 4.989393 4.087165
48 H 3.078209 5.758163 3.326912
49 H 2.502189 4.257967 4.078771
50 H 4.670919 3.183348 3.862306
51 O -2.406718 -0.202103 -0.899410
52 C -2.289897 -0.687864 -1.984053
53 O -2.443695 -2.013243 -2.244052
54 C -2.358436 -2.168299 -3.658358
55 C -1.579675 -0.953369 -4.063025
56 F -1.950719 -0.526285 -5.290728
57 O -1.979767 0.012770 -3.104875
58 H -3.365097 -2.183728 -4.083151
59 H -1.851723 -3.095786 -3.922684
60 H -0.495698 -1.078815 -4.026566
61 O -4.016205 -5.584506 0.666541
62 C -4.234105 -4.764029 1.498799
63 O -5.388623 -4.048772 1.584948
64 C -5.310493 -3.279091 2.781444
65 C -3.830629 -3.189431 3.006301
66 F -3.538372 -3.139337 4.328103
67 O -3.354428 -4.414843 2.483244
68 H -5.826249 -3.806853 3.587294
69 H -5.772691 -2.301265 2.650088
70 H -3.345426 -2.356826 2.489937
71 O 0.296793 1.034829 -5.291541
72 C -0.229099 2.045233 -5.637426
73 O 0.404527 3.042268 -6.315283
74 C -0.588999 4.004513 -6.657407
75 C -1.648800 3.744375 -5.630301
76 F -2.879047 3.999510 -6.127315
77 O -1.534541 2.351852 -5.398173
78 H -0.937394 3.820796 -7.676691
79 H -0.191803 5.017554 -6.599737
80 H -1.509095 4.284537 -4.693637
81 O -3.263953 5.596098 -3.965170
82 C -2.593029 6.422390 -3.430531
83 O -2.573539 6.641669 -2.088277
84 C -1.553155 7.608594 -1.840853
85 C -1.446310 8.300343 -3.164620
86 F -0.179539 8.722732 -3.395625
87 O -1.753285 7.271252 -4.090810
88 H -0.629465 7.097501 -1.557740
89 H -1.838548 8.285904 -1.039283
90 H -2.140556 9.128498 -3.296316
91 O 4.120338 -2.652827 4.543242
92 C 5.222974 -3.070121 4.701929
93 O 5.670417 -3.625661 5.860205
94 C 6.982133 -4.116383 5.601968
95 C 7.410716 -3.278958 4.434356
96 F 8.244476 -3.966906 3.618622
97 O 6.196840 -3.044501 3.748616
98 H 6.930792 -5.180309 5.358889
99 H 7.628276 -3.985219 6.469532
100 H 7.867961 -2.324426 4.707861
101 O -1.447234 10.562079 -1.688644
102 C -1.387764 11.565923 -2.327526
103 O -1.242903 11.602041 -3.679112
104 C -1.350964 12.968372 -4.069498
105 C -0.980186 13.688263 -2.807703
106 F -1.638325 14.866500 -2.705818
107 O -1.449174 12.817320 -1.795230
108 H -2.375873 13.176032 -4.385799
109 H -0.676450 13.196002 -4.894099
110 H 0.092701 13.853494 -2.681273

Atomic forces in eV per Å
C 0.8502 0.2363 1.5926
C 0.7048 1.3322 0.8128
C 0.9683 2.0681 0.1203
C -1.1264 1.7462 -2.4954
C -0.9102 -1.0252 -0.8213
C -1.2981 -2.4746 -0.9881
C -0.0697 -0.4529 0.4095
C -0.5422 1.2465 -1.2909
C -0.3399 -1.8793 1.7062
N 0.0022 0.1153 0.0100
C 1.1979 0.9330 -0.7689
C -2.2275 -1.2584 1.1769
N 0.0910 0.1735 -0.2076
P 2.3824 0.2825 0.5396
N -0.8918 0.6736 -0.2591
C 1.1741 -1.2855 2.1219
H 0.7954 -0.8064 -0.0612
H 0.3774 0.8258 -0.6452
H -0.9360 -0.1624 0.6147
H 0.4277 1.2918 0.0104
H -0.1841 0.9711 -0.8473
H -0.6364 -0.2208 -0.8950
H 0.2943 -0.4400 -0.9637
H 0.3403 -0.6543 0.7910
H 0.3775 0.2107 1.2086
H -0.0187 0.8565 -0.8391
H -0.1271 0.1325 -0.8173
H -0.6447 -0.9230 -0.2196
H -0.0175 -0.8972 -0.0720
H 0.2243 -0.9983 0.9864
O -0.0757 -0.2582 -0.0963
C 0.5421 0.5587 0.0745
O -0.1884 -0.0116 0.8438
C 0.2042 -0.1283 -1.0636
C -0.1099 -0.3028 0.1945
F -0.3388 -0.0722 0.1357
O -0.0517 0.4767 -0.4561
H -0.1186 -0.0746 0.1796
H 0.0966 0.2301 0.1034
H -0.0264 -0.2085 0.0182
O -0.2044 -0.1141 -0.3269
C 0.3343 0.5374 0.6977
O 0.6095 -0.0896 -0.1563
C -0.9685 -0.1279 0.0614
C 0.1693 0.0886 -0.6114
F 0.1088 -0.1189 -0.0426
O -0.4510 -0.2079 0.4698
H 0.2236 -0.0927 -0.1203
H 0.0893 0.0520 0.1652
H 0.0262 0.0037 -0.1746
O -0.0185 -0.1863 -0.1955
C -0.2186 0.1773 0.4080
O 0.1038 0.5986 0.1308
C -0.1280 -0.8008 -0.1977
C 0.0076 0.3349 -0.7472
F -0.0779 -0.1120 0.0123
O 0.1554 -0.5777 0.5819
H 0.0878 0.2020 -0.0675
H 0.0165 0.0364 0.2606
H -0.0558 0.1486 -0.1280
O -0.1599 0.4013 0.3602
C -0.1580 -0.6943 -0.6797
O 0.5829 -0.1555 0.1074
C -0.7184 0.4183 0.0242
C 0.2443 -0.0451 0.6056
F 0.1453 0.0671 -0.0007
O -0.4160 0.3512 -0.4141
H 0.2388 0.0012 0.0761
H -0.0022 -0.1241 -0.2090
H 0.0829 -0.0239 0.1416
O -0.0348 0.3643 -0.1217
C 0.3278 -0.6843 0.0982
O -0.3310 -0.3257 0.3240
C 0.3967 0.5739 -0.4268
C -0.7506 0.0385 -0.2409
F 0.0112 -0.0897 0.0123
O 0.7671 0.2535 0.0369
H -0.1916 -0.0505 0.1351
H 0.1616 -0.1558 0.0796
H -0.1753 -0.0493 -0.0682
O 0.3062 0.3881 0.3111
C -0.5540 -0.6224 -0.0356
O 0.0746 0.0172 -0.7074
C -0.0322 0.1286 0.8752
C 0.5983 0.1585 -0.2522
F 0.0078 0.0109 -0.2019
O -0.4638 -0.1484 0.4162
H 0.0558 0.0870 -0.2289
H -0.1722 -0.1516 -0.0960
H 0.1350 -0.0822 -0.1002
O 0.3976 -0.0064 0.0967
C -0.8225 0.0731 -0.0257
O -0.0109 0.2887 -0.4990
C 0.2445 -0.3539 0.7190
C 0.2489 -0.3347 -0.5784
F 0.1082 0.1274 -0.0447
O -0.0642 0.2109 0.7111
H 0.0710 0.1087 -0.2240
H -0.2196 0.0955 0.0465
H 0.0928 -0.0599 -0.1334
O -0.0853 0.6563 -0.0525
C -0.1025 -0.5682 0.3875
O -0.0300 0.0841 0.6046
C 0.0772 0.0444 -0.8617
C -0.3671 0.5639 0.1992
F 0.1008 0.0609 0.0836
O 0.4299 -0.4473 -0.4482
H 0.0287 0.1364 0.2047
H 0.0275 -0.2456 0.0705
H -0.0819 0.1305 0.0615



# 2
The following is a quantum chemistry calculation of a structure of composition C36H38GeN2O3STc, from the OMol25 dataset.

Results
HOMO-LUMO gap, eV: 7.107
Net charge: +1
LUMO level, eV: -3.4
Energy, eV: -116611.918
Energy relative to the best compared isomer or geometry (same formula, charge and spin), kJ/mol: 280.4

Geometry (Å):
1 Tc 1.045821 -1.488463 0.364531
2 C 4.469854 -1.069496 -1.319179
3 C 3.346577 -2.087825 -1.525788
4 C 3.686909 -3.411352 -0.841143
5 C 3.050592 -2.291657 -3.009780
6 N 2.148926 -1.560661 -0.890109
7 H 5.410099 -1.509734 -1.653312
8 H 4.561698 -0.814620 -0.263169
9 H 4.291141 -0.156834 -1.884393
10 H 4.579103 -3.837924 -1.298786
11 H 2.873190 -4.131193 -0.949032
12 H 3.884941 -3.258925 0.220954
13 H 3.946529 -2.650902 -3.516328
14 H 2.749943 -1.352903 -3.472597
15 H 2.260521 -3.029936 -3.155326
16 C -5.990794 -2.162604 2.122752
17 C -4.580325 -1.720673 2.342099
18 C -4.104959 -1.389451 3.547777
19 C -2.731778 -0.943363 3.747838
20 C -1.886492 -0.830626 2.721801
21 C -2.244326 -1.208160 1.323324
22 C -3.727967 -1.623454 1.109534
23 S -0.199716 -0.585863 3.016869
24 O 0.088953 -0.276356 4.365053
25 O 0.196185 0.609360 2.056598
26 O 0.455133 -1.764122 2.407044
27 H -6.500549 -2.372556 3.060126
28 H -6.031699 -3.057368 1.498182
29 H -6.546743 -1.381837 1.596113
30 H -4.742305 -1.458789 4.418677
31 H -2.390789 -0.722589 4.751196
32 H -1.926623 -0.442429 0.611793
33 H -4.243126 -0.995475 0.376745
34 C -4.889676 -3.391485 -1.405052
35 C -3.481700 -3.185454 -0.959311
36 C -2.432341 -3.223386 -1.787462
37 C -1.080286 -2.944380 -1.329034
38 N -0.743618 -2.628055 -0.131050
39 C -1.791637 -2.620172 0.889707
40 C -3.246045 -2.981314 0.503217
41 H -4.968351 -3.453155 -2.488004
42 H -5.530288 -2.580561 -1.052929
43 H -5.284226 -4.315723 -0.974698
44 H -2.559388 -3.404245 -2.845993
45 H -0.290715 -2.935282 -2.073466
46 H -1.433964 -3.207531 1.734371
47 H -3.628152 -3.854472 1.040268
48 C 1.014229 0.308613 0.900999
49 Ge 1.316577 2.095855 0.078140
50 C 2.435625 1.945222 -1.498857
51 C 3.644242 2.629030 -1.611611
52 C 4.371474 2.593198 -2.795157
53 C 3.887313 1.889408 -3.886782
54 C 2.673916 1.220829 -3.795402
55 C 1.956756 1.247951 -2.609437
56 C -0.483188 2.601847 -0.470992
57 C -1.345074 1.645770 -1.006768
58 C -2.604559 1.996827 -1.469682
59 C -3.020417 3.318844 -1.407281
60 C -2.166926 4.284978 -0.895836
61 C -0.905886 3.928742 -0.436103
62 C 2.051688 3.155908 1.523969
63 C 3.394584 3.000903 1.871472
64 C 3.921024 3.644766 2.980569
65 C 3.106580 4.447635 3.765274
66 C 1.766690 4.597170 3.442672
67 C 1.242149 3.950490 2.333506
68 H 4.026085 3.205038 -0.778366
69 H 5.309121 3.128156 -2.867686
70 H 4.446887 1.873364 -4.812763
71 H 2.285654 0.685675 -4.652908
72 H 1.008263 0.725788 -2.556329
73 H -1.023816 0.609838 -1.079247
74 H -3.256127 1.242847 -1.894357
75 H -4.000815 3.598955 -1.769404
76 H -2.479128 5.320007 -0.860920
77 H -0.248709 4.703014 -0.059052
78 H 4.043286 2.364199 1.280145
79 H 4.964671 3.516804 3.235182
80 H 3.514162 4.948235 4.633067
81 H 1.127172 5.214773 4.059234
82 H 0.188942 4.063288 2.110054

Atomic forces in eV per Å
Tc 0.2725 -0.1884 0.0737
C 0.0353 -0.0462 0.0014
C -0.1569 -0.1724 -0.0902
C 0.0006 -0.0420 0.0138
C 0.0098 -0.0217 -0.0366
N 0.2444 0.5549 -0.0842
H 0.0147 0.0136 -0.0311
H -0.0004 -0.0316 0.0100
H -0.0488 0.0066 -0.0104
H 0.0166 -0.0135 0.0191
H -0.0094 0.0005 -0.0201
H 0.0157 0.0106 0.0084
H 0.0191 -0.0109 0.0053
H 0.0122 -0.0516 0.0360
H -0.0096 -0.0276 0.0174
C -0.0126 0.0035 -0.0082
C -0.0100 -0.0016 0.0212
C -0.0311 -0.0326 -0.0539
C 0.0435 0.0730 -0.0146
C -0.0187 -0.0445 0.1028
C -0.0277 0.0679 -0.0108
C 0.0023 0.0454 -0.0282
S -0.0086 -0.1211 -0.0341
O -0.0186 0.0454 -0.0031
O 0.1074 0.0738 -0.1344
O -0.0255 0.0405 0.0870
H -0.0037 0.0163 0.0158
H 0.0022 -0.0244 0.0058
H -0.0027 -0.0055 -0.0156
H -0.0160 0.0010 0.0153
H 0.0183 0.0044 0.0178
H 0.0015 -0.0226 0.0182
H 0.0127 0.0038 0.0047
C 0.0061 -0.0294 -0.0058
C 0.0095 -0.0285 -0.0201
C -0.0328 0.0333 0.0402
C 0.0458 0.0818 0.0639
N -0.0959 -0.0903 -0.0603
C 0.0183 -0.1141 0.0345
C 0.0060 -0.0323 -0.0205
H 0.0075 -0.0065 -0.0076
H -0.0045 0.0161 0.0004
H -0.0069 -0.0037 0.0126
H -0.0145 -0.0249 -0.0136
H 0.0146 0.0345 0.0029
H 0.0025 0.0227 -0.0261
H -0.0173 0.0356 0.0194
C -0.5550 -0.1560 0.1407
Ge 0.2084 0.0021 -0.0114
C -0.0273 0.0862 -0.0401
C 0.0430 -0.0348 -0.0016
C -0.0017 0.0174 0.0277
C 0.0096 -0.0021 -0.0288
C 0.0171 0.0515 0.0077
C -0.0303 0.0121 0.0111
C 0.0218 0.0220 -0.0147
C -0.0037 -0.0782 0.0040
C -0.0102 -0.0039 -0.0066
C -0.0106 0.0346 -0.0058
C -0.0050 -0.0195 0.0053
C -0.0157 0.0386 -0.0097
C 0.0239 -0.0681 0.0378
C 0.0382 -0.0126 -0.0445
C 0.0048 0.0117 0.0076
C 0.0095 0.0023 0.0141
C 0.0057 0.0274 0.0212
C -0.0424 0.0168 -0.0435
H -0.0054 0.0234 -0.0096
H 0.0077 0.0045 0.0035
H 0.0065 -0.0037 -0.0052
H -0.0139 0.0145 -0.0112
H -0.0161 0.0118 0.0021
H 0.0126 0.0188 0.0007
H -0.0120 -0.0110 -0.0031
H -0.0045 -0.0005 -0.0007
H -0.0074 0.0163 0.0020
H 0.0156 0.0020 0.0099
H -0.0089 -0.0246 0.0127
H 0.0104 -0.0070 0.0007
H 0.0082 0.0160 0.0089
H -0.0122 0.0016 0.0045
H -0.0275 -0.0072 -0.0036